91
Properties=species:S:1:pos:R:3:lowdin_charge:R:1 method="wB97M-V/def2-TZVPD" e_lumo_ev=-2.746 charge=+1 gap_ha=0.3237 e_homo_ev=-11.5538
C 6.2649 -1.2326 -5.8708 0.06
C 5.0643 -1.0627 -6.4789 -0.11
C 3.8174 -0.7312 -5.7172 -0.30
C 2.9783 0.5633 -5.8408 -0.11
C 1.7196 0.1850 -5.0081 -0.13
C 1.8125 -1.3461 -4.7027 -0.12
N 2.7636 -1.7914 -5.7756 0.09
H 6.8220 -2.1603 -5.9763 0.07
H 6.6867 -0.4337 -5.2601 0.08
H 5.0010 -1.1702 -7.5652 0.12
H 4.1134 -0.7346 -4.6630 0.15
H 3.6121 1.3217 -5.3912 0.13
H 2.7861 0.6941 -6.9075 0.09
H 0.8172 0.4257 -5.5654 0.09
H 1.7595 0.7039 -4.0521 0.06
H 0.8054 -1.7294 -4.8478 0.11
H 2.2529 -1.4880 -3.7219 0.10
H 3.0869 -2.7636 -5.7506 0.10
H 2.2100 -1.6789 -6.6314 0.17
Cl 1.3653 1.6471 -1.4776 0.56
C -0.2858 1.0737 -1.0872 -0.65
C -0.2712 -0.2841 -0.4379 -0.68
Cl 0.2441 -1.5512 -1.5975 0.54
H -0.8619 1.0640 -2.0095 0.07
H -0.7184 1.8074 -0.4115 0.00
H -1.2679 -0.5581 -0.1018 0.02
H 0.4001 -0.3269 0.4137 0.05
Cl -1.4188 1.2515 2.0748 0.60
C -1.0264 0.9850 3.7991 -0.67
C -0.2528 -0.2840 4.0258 -0.70
Cl -1.2377 -1.7384 3.7132 0.52
H -1.9639 0.9864 4.3489 0.05
H -0.4329 1.8371 4.1206 0.03
H 0.0623 -0.3275 5.0665 0.00
H 0.6286 -0.3385 3.3901 0.07
Cl -3.2363 -2.5520 -0.8484 0.57
C -3.6659 -3.9044 -1.9241 -0.65
C -2.5174 -4.3326 -2.8004 -0.64
Cl -2.1166 -3.0993 -4.0385 0.52
H -4.5253 -3.6006 -2.5165 0.07
H -3.9575 -4.7361 -1.2848 0.08
H -2.7876 -5.2399 -3.3382 0.08
H -1.6185 -4.5230 -2.2190 0.07
Cl -1.1250 0.9835 7.2687 0.58
C 0.2201 1.7293 8.1798 -0.64
C 0.9625 2.7711 7.3862 -0.64
Cl 1.9175 2.0563 6.0507 0.56
H 0.8840 0.9301 8.5029 0.06
H -0.2298 2.1951 9.0543 -0.01
H 1.6704 3.2806 8.0376 0.08
H 0.2864 3.5064 6.9594 0.02
Cl -2.0521 4.9276 7.6815 0.56
C -3.0271 4.0389 8.8836 -0.64
C -2.6770 4.4255 10.2986 -0.63
Cl -1.0477 3.8660 10.7693 0.58
H -2.8792 2.9752 8.7086 0.04
H -4.0698 4.2849 8.6899 0.08
H -3.3807 3.9609 10.9872 0.08
H -2.7089 5.5028 10.4389 0.07
Cl 3.0898 -5.3048 -6.0383 0.57
C 1.3369 -5.3236 -6.4226 -0.63
C 0.4762 -5.2841 -5.1861 -0.70
Cl 0.5974 -6.7800 -4.2338 0.57
H 1.1475 -6.2142 -7.0157 0.08
H 1.1329 -4.4493 -7.0408 0.07
H -0.5653 -5.1681 -5.4797 0.05
H 0.7440 -4.4549 -4.5335 0.04
Cl -2.5638 4.0812 0.6024 0.53
C -3.0409 5.4550 1.6384 -0.65
C -2.0401 5.7263 2.7326 -0.64
Cl -2.0122 4.4368 3.9656 0.56
H -4.0246 5.2354 2.0453 0.07
H -3.1156 6.3271 0.9911 0.07
H -2.3105 6.6476 3.2460 0.08
H -1.0338 5.8280 2.3340 0.07
Cl 0.0038 -2.0972 8.7358 0.54
C -0.5536 -3.4420 7.7092 -0.66
C 0.5878 -4.0802 6.9586 -0.64
Cl 1.1953 -2.9350 5.7363 0.55
H -1.2920 -3.0484 7.0141 0.06
H -1.0375 -4.1652 8.3637 0.07
H 0.2359 -4.9670 6.4339 0.07
H 1.4075 -4.3637 7.6135 0.07
Cl 0.1768 0.2839 -8.6035 0.53
C -0.9434 1.6464 -8.2943 -0.64
C -0.2924 2.9718 -8.5903 -0.65
Cl 1.0040 3.3367 -7.4195 0.56
H -1.2632 1.5868 -7.2570 0.07
H -1.8089 1.4961 -8.9365 0.08
H -1.0329 3.7658 -8.5120 0.08
H 0.1403 2.9917 -9.5871 0.07



112
Properties=species:S:1:pos:R:3:lowdin_charge:R:1 method="wB97M-V/def2-TZVPD" e_lumo_ev=0.168 de_lowest_ev=0.000 gap_ha=0.3665 e_homo_ev=-9.8047
C 4.2051 -1.6255 -2.1291 0.01
C 5.2261 -0.6195 -1.6548 -0.52
O 5.1707 0.5515 -1.9886 0.04
N 6.2174 -1.1100 -0.8587 0.00
C 7.2381 -0.2876 -0.2582 -0.08
H 4.1574 -2.5269 -1.5236 0.08
H 4.4088 -1.8432 -3.1798 0.08
H 3.2297 -1.1404 -2.1725 0.07
H 6.0122 -1.9997 -0.4378 0.12
H 8.2035 -0.4034 -0.7553 0.08
H 7.3817 -0.5870 0.7811 0.08
H 6.9691 0.7655 -0.2742 0.08
C 0.9682 1.0639 5.8978 0.01
C -0.1055 0.9070 4.8517 -0.53
O 0.1648 0.9402 3.6540 0.02
N -1.3659 0.9988 5.3210 0.03
C -2.5343 0.8709 4.4669 -0.06
H 0.6622 0.6354 6.8543 0.08
H 1.1548 2.1246 6.0688 0.09
H 1.8862 0.5742 5.5870 0.08
H -1.5191 1.2319 6.2861 0.14
H -3.2630 0.1776 4.8814 0.08
H -2.2134 0.5446 3.4843 0.06
H -3.0163 1.8534 4.4161 0.08
C 1.6812 -3.9044 -4.4115 0.01
C 2.8079 -3.3296 -5.2414 -0.56
O 2.6016 -2.5675 -6.1712 0.04
N 4.0632 -3.6690 -4.8505 -0.01
C 5.2262 -3.1495 -5.5256 -0.09
H 0.7759 -3.8102 -5.0081 0.08
H 1.5422 -3.2455 -3.5525 0.06
H 1.8444 -4.9368 -4.1125 0.08
H 4.2029 -4.4005 -4.1773 0.13
H 6.0942 -3.2244 -4.8668 0.08
H 5.1329 -2.1014 -5.7971 0.09
H 5.4662 -3.7205 -6.4268 0.09
C 0.1176 -0.7019 1.0950 -0.05
C 1.5592 -0.2481 1.2479 -0.31
O 2.1576 -0.7152 0.0630 0.12
C 1.3927 -1.7176 -0.4507 -0.54
O 1.7380 -2.4060 -1.3539 0.14
O 0.2544 -1.8572 0.2570 0.05
F 2.1748 -0.8360 2.3072 0.08
H -0.4370 0.1096 0.6287 0.12
H -0.2825 -0.9632 2.0696 0.13
H 1.6227 0.8338 1.2944 0.14
C 2.6647 2.6137 -0.4255 -0.17
C 3.3147 2.9118 -1.7435 -0.16
O 2.5457 4.0386 -2.1953 -0.18
S 2.1882 4.9891 -0.9665 0.58
O 0.7896 5.1953 -1.0299 -0.21
O 3.0430 6.1024 -0.8384 -0.21
O 2.5405 3.9208 0.1730 -0.20
H 3.1279 1.9055 0.2547 0.13
H 1.6486 2.2320 -0.5888 0.11
H 3.2679 2.1124 -2.4712 0.12
H 4.3458 3.2341 -1.5854 0.14
C -5.2009 2.5247 2.2731 -0.13
C -6.0741 1.6134 1.4055 -0.11
O -5.1827 1.0698 0.4026 -0.19
S -3.7335 1.7122 0.4767 0.56
O -3.3347 2.1743 -0.7951 -0.19
O -2.8650 0.8209 1.1663 -0.22
O -4.1360 2.9242 1.4054 -0.20
H -4.7897 1.9946 3.1309 0.11
H -5.7407 3.4124 2.5851 0.14
H -6.8331 2.1615 0.8514 0.13
H -6.5093 0.7821 1.9526 0.14
C -0.4312 3.6955 2.3578 -0.15
C 0.2125 5.0733 2.5412 -0.12
O -0.8792 6.0084 2.5800 -0.17
S -2.2685 5.2765 2.3375 0.56
O -3.0479 6.0148 1.4385 -0.19
O -2.8346 4.8688 3.5736 -0.23
O -1.6321 3.9982 1.6454 -0.20
H -0.6918 3.2480 3.3134 0.11
H 0.1988 3.0503 1.7576 0.12
H 0.8698 5.3242 1.7193 0.11
H 0.6806 5.1093 3.5232 0.14
C -0.9939 -0.7671 -4.8029 -0.14
C -1.2686 0.7105 -5.0222 -0.13
O -1.0655 1.3079 -3.7324 -0.16
S -0.2636 0.3677 -2.7434 0.59
O -1.1747 -0.0557 -1.7433 -0.20
O 0.9709 0.9287 -2.3852 -0.18
O 0.0144 -0.7810 -3.7944 -0.18
H -0.6639 -1.2777 -5.7012 0.14
H -1.8833 -1.2625 -4.4029 0.12
H -2.2882 0.9331 -5.3276 0.14
H -0.5901 1.1734 -5.7393 0.14
C -1.7961 -3.7137 1.8566 -0.16
C -0.6993 -4.2795 2.7675 -0.12
O -1.0896 -3.9514 4.1151 -0.18
S -2.5370 -3.3078 4.1503 0.57
O -2.5297 -2.2175 5.0339 -0.21
O -3.5196 -4.3139 4.2505 -0.20
O -2.4769 -2.7407 2.6630 -0.19
H -2.5293 -4.4575 1.5398 0.13
H -1.4101 -3.2347 0.9666 0.10
H 0.2844 -3.8493 2.5938 0.13
H -0.6412 -5.3641 2.6890 0.13
C -3.3311 -1.8993 -0.7418 -0.15
C -4.1148 -1.2009 -1.8339 -0.18
O -5.4620 -1.5844 -1.6516 -0.16
S -5.5559 -2.9052 -0.7309 0.58
O -6.2036 -3.9483 -1.4256 -0.21
O -6.0254 -2.5133 0.5466 -0.21
O -4.0073 -3.1924 -0.7209 -0.19
H -3.4519 -1.4913 0.2665 0.11
H -2.2678 -2.0542 -0.8727 0.11
H -3.7144 -1.5794 -2.7819 0.13
H -3.9427 -0.1269 -1.8445 0.11



94
Properties=species:S:1:pos:R:3:lowdin_charge:R:1 method="wB97M-V/def2-TZVPD" e_lumo_ev=0.359 gap_ha=0.3791 e_homo_ev=-9.9567
O -20.2141 -7.1158 -5.9424 -0.35
V -19.1123 -5.9914 -6.0181 0.90
O -18.1094 -6.6100 -7.1027 -0.33
F -19.8440 -4.5505 -6.9691 -0.39
C -19.3656 -6.8256 -10.8107 -0.22
C -17.9537 -6.3433 -11.1573 -0.21
C -17.9627 -4.8217 -11.5090 -0.22
S -19.2831 -4.2350 -10.4783 0.67
O -20.1715 -3.4987 -11.3629 -0.34
O -18.8294 -3.4314 -9.3792 -0.33
C -19.9508 -5.8009 -9.8459 -0.20
H -19.3899 -7.8494 -10.3865 0.11
H -19.9923 -6.7675 -11.6682 0.10
H -17.3867 -6.9017 -11.9014 0.11
H -17.4359 -6.4751 -10.1934 0.11
H -18.1925 -4.7381 -12.5762 0.10
H -16.9692 -4.3696 -11.4189 0.11
H -21.0118 -5.7144 -9.9857 0.10
H -19.5486 -5.9469 -8.8537 0.06
C -23.9361 -9.2639 -8.1215 -0.22
C -23.4668 -9.3989 -6.6679 -0.16
C -21.9993 -10.0443 -6.6263 -0.19
S -21.3755 -9.9540 -8.3270 0.68
O -21.4366 -11.3090 -8.8019 -0.33
O -20.1253 -9.2711 -8.5820 -0.34
C -22.7315 -8.8892 -8.9207 -0.22
H -24.6655 -8.4661 -8.1796 0.11
H -24.4416 -10.0803 -8.4940 0.09
H -24.1070 -9.9893 -5.9463 0.13
H -23.2868 -8.4004 -6.2673 0.09
H -21.9689 -11.0890 -6.2915 0.10
H -21.3079 -9.4131 -6.0649 0.05
H -22.8234 -9.1078 -10.0102 0.13
H -22.3215 -7.8956 -8.7416 0.08
C -18.1086 -9.7963 -6.3395 -0.19
C -16.6080 -9.5339 -6.2912 -0.19
C -16.2602 -8.3529 -5.3234 -0.18
S -17.6730 -8.2704 -4.1468 0.76
O -18.1892 -6.8936 -4.1250 -0.39
O -17.3147 -8.8216 -2.8508 -0.31
C -18.7915 -9.3946 -4.9863 -0.19
H -18.3010 -10.8673 -6.4702 0.12
H -18.5236 -9.3284 -7.1962 0.06
H -16.2439 -9.2470 -7.3069 0.13
H -16.0063 -10.3808 -5.9357 0.11
H -16.2273 -7.3859 -5.8026 0.07
H -15.3701 -8.6246 -4.7359 0.11
H -19.6994 -8.8093 -5.0926 0.04
H -18.8364 -10.2703 -4.3587 0.11
C -24.9532 -2.9190 -7.5672 -0.23
C -23.7859 -2.4267 -6.7355 -0.22
C -22.6895 -3.4549 -6.8857 -0.20
S -23.5819 -5.0367 -6.6822 0.69
O -23.7378 -5.4241 -5.3010 -0.31
O -23.1357 -6.0237 -7.6225 -0.33
C -25.1549 -4.3773 -7.2601 -0.23
H -24.7035 -2.7532 -8.5705 0.10
H -25.8475 -2.3289 -7.3413 0.12
H -24.0139 -2.3007 -5.6593 0.13
H -23.4129 -1.4856 -7.1403 0.12
H -21.9574 -3.4969 -6.0986 0.08
H -22.1144 -3.4620 -7.7911 0.10
H -25.8730 -4.4826 -6.4533 0.10
H -25.5756 -4.8682 -8.1959 0.13
C -19.6166 -5.9670 -1.0225 -0.18
C -21.1647 -6.2026 -1.3341 -0.22
C -21.3245 -6.0993 -2.8254 -0.22
S -20.4459 -4.5909 -3.0006 0.72
O -21.3193 -3.5071 -2.5655 -0.29
O -19.9335 -4.4283 -4.3646 -0.40
C -19.0107 -4.9120 -1.9461 -0.19
H -19.1030 -6.8868 -1.2297 0.09
H -19.3929 -5.7508 0.0106 0.11
H -21.7707 -5.4218 -0.8354 0.11
H -21.4484 -7.0924 -0.7292 0.12
H -22.3270 -5.8751 -3.2844 0.12
H -20.7805 -6.9145 -3.3909 0.11
H -18.7111 -3.9740 -1.5038 0.11
H -18.1790 -5.2374 -2.5613 0.08
C -18.2111 -0.7816 -6.6238 -0.22
C -16.7173 -0.8901 -6.9654 -0.19
C -16.1320 -2.3122 -6.7144 -0.19
S -17.2553 -2.8797 -5.4874 0.67
O -16.9897 -2.2441 -4.2606 -0.27
O -17.4830 -4.3059 -5.3975 -0.37
C -18.6735 -2.1295 -6.2617 -0.24
H -18.6876 -0.4766 -7.5845 0.13
H -18.3045 -0.0074 -5.8813 0.11
H -16.1585 -0.2273 -6.2924 0.11
H -16.5819 -0.5804 -8.0169 0.12
H -15.1204 -2.3751 -6.3651 0.10
H -16.3078 -3.0427 -7.4756 0.10
H -19.4775 -2.1593 -5.5203 0.11
H -19.0166 -2.6796 -7.1025 0.06



83
Properties=species:S:1:pos:R:3:lowdin_charge:R:1 method="wB97M-V/def2-TZVPD" e_lumo_ev="-10.290 / -10.301" spin_multiplicity=2 charge=+3 gap_ha="0.1718 / 0.1710" e_homo_ev="-14.9662 / -14.9547"
Ir 0.8392 0.4723 0.3464 0.56
C 0.3386 0.8404 -3.2191 -0.47
C 1.4689 -0.1682 -3.1607 -0.43
S 1.4455 -1.1893 -1.6289 0.79
C 3.2596 -1.4094 -1.4218 -0.45
C 3.6242 -1.8814 -0.0296 -0.45
S 2.9702 -0.8729 1.3573 0.85
C 4.2362 0.4201 1.6240 -0.45
C 4.3445 1.4873 0.5554 -0.44
S 2.7670 2.4011 0.3242 0.97
C 2.8445 2.7487 -1.4767 -0.45
C 1.4830 3.1692 -1.9877 -0.44
S 0.1381 1.9407 -1.7676 0.85
H -0.6212 0.3287 -3.2818 0.04
H 0.4645 1.4796 -4.0936 0.11
H 2.4444 0.3139 -3.2182 0.08
H 1.3732 -0.8575 -4.0024 0.11
H 3.7381 -0.4594 -1.6531 0.06
H 3.5731 -2.1522 -2.1589 0.11
H 4.7082 -1.9222 0.0679 0.11
H 3.2237 -2.8793 0.1491 0.08
H 5.1957 -0.0856 1.7469 0.11
H 3.9513 0.8639 2.5781 0.09
H 4.6608 1.0790 -0.4030 0.08
H 5.0762 2.2318 0.8749 0.11
H 3.2300 1.8695 -1.9906 0.06
H 3.5482 3.5706 -1.6188 0.11
H 1.5259 3.4085 -3.0495 0.11
H 1.1414 4.0482 -1.4427 0.09
C 0.3935 -4.3927 0.3165 -0.34
Te -0.4867 -2.5375 0.9847 1.34
C -1.5817 -3.5354 2.5380 -0.30
H 1.1805 -4.6795 1.0080 0.03
H 0.8061 -4.2675 -0.6778 0.00
H -0.3711 -5.1651 0.3030 0.03
H -2.4780 -3.9854 2.1222 0.03
H -1.8571 -2.8203 3.3013 0.00
H -0.9451 -4.3066 2.9580 0.04
C 0.5850 -1.0749 4.0711 -0.19
Si -0.5684 0.3627 3.5655 0.48
C -0.9997 1.3903 5.1038 -0.14
C -2.2533 -0.0692 2.7458 -0.18
N 0.1903 1.2581 2.2441 -0.16
C 0.3309 2.5943 2.3755 -0.47
C -0.1790 3.4878 1.4052 -0.08
C -0.1032 4.8479 1.5992 -0.05
C 0.4956 5.3680 2.7450 -0.02
C 1.0479 4.5027 3.6872 -0.03
C 0.9812 3.1441 3.5055 -0.05
H 0.0966 -1.6669 4.8390 0.04
H 1.5087 -0.7003 4.5043 0.04
H 0.8618 -1.7393 3.2514 -0.07
H -1.8618 0.9650 5.6050 0.05
H -1.2447 2.4130 4.8425 0.04
H -0.1938 1.4132 5.8286 0.04
H -2.8226 -0.7406 3.3781 0.04
H -2.1433 -0.5120 1.7586 -0.08
H -2.8377 0.8384 2.6353 0.05
H -0.7315 3.0818 0.5683 0.07
H -0.5562 5.5148 0.8831 0.12
H 0.5226 6.4310 2.9063 0.12
H 1.5186 4.9007 4.5738 0.13
H 1.4507 2.4652 4.2001 0.12
C -3.9051 -3.2914 -3.6330 -0.02
N -2.8395 -2.6435 -2.8838 -0.19
C -1.8967 -3.5754 -2.3095 -0.10
C -2.8511 -1.3594 -2.5192 -0.65
S -2.0277 -0.8900 -1.0599 0.61
N -3.4364 -0.4053 -3.2390 -0.19
C -3.7348 -0.5289 -4.6541 -0.02
C -3.7226 0.9043 -2.6950 -0.06
H -4.1857 -4.2048 -3.1066 0.11
H -3.5755 -3.5709 -4.6356 0.11
H -4.7843 -2.6591 -3.6934 0.10
H -1.7117 -4.3679 -3.0326 0.11
H -2.2918 -4.0287 -1.3938 0.10
H -0.9549 -3.0746 -2.0828 0.02
H -3.1822 -1.3561 -5.0873 0.09
H -3.4281 0.3927 -5.1509 0.11
H -4.8023 -0.6585 -4.8369 0.11
H -3.6422 0.8979 -1.6108 0.05
H -4.7380 1.1850 -2.9722 0.11
H -3.0377 1.6529 -3.0991 0.09



95
Properties=species:S:1:pos:R:3:lowdin_charge:R:1 method="wB97M-V/def2-TZVPD" e_lumo_ev="-2.205 / -7.309" spin_multiplicity=2 charge=+1 gap_ha="0.3670 / 0.1794" e_homo_ev="-12.1908 / -12.1908"
C 2.9096 -0.2159 4.9812 0.06
N 1.5149 -0.0089 4.4368 -0.41
O 1.3626 0.9719 3.7336 0.04
O 0.6329 -0.8051 4.7164 0.07
H 3.0599 -1.2394 5.3246 0.10
H 3.2435 0.5955 5.6278 0.11
H 3.5712 -0.0755 4.1263 0.07
C -6.9228 -1.3593 5.2072 0.05
N -5.7594 -1.0925 4.3695 -0.48
O -5.0742 -0.1372 4.5296 0.08
O -5.4572 -1.8874 3.5019 0.04
H -7.5695 -2.1119 4.7560 0.11
H -7.4122 -0.3905 5.3071 0.10
H -6.5195 -1.5271 6.2058 0.11
C -2.0515 -1.2673 3.1214 0.00
C -2.1325 -0.8354 1.6488 -0.28
C -1.0437 0.1524 1.2061 -0.08
O -0.5207 -0.3420 -0.0101 0.07
C -1.0127 -1.5122 -0.2090 -0.56
O -0.8925 -2.1021 -1.2972 0.09
O -1.7443 -1.9286 0.8474 0.08
H -2.5388 -2.2078 3.3785 0.07
H -2.2757 -0.4347 3.7881 0.10
H -1.0669 -1.7224 3.2288 0.07
H -3.0945 -0.4162 1.3538 0.15
H -0.2750 0.3547 1.9519 0.11
H -1.4764 1.1160 0.9370 0.12
C 1.7591 3.0936 0.9582 0.01
C 3.1522 2.4276 0.5965 -0.35
C 4.3643 3.4266 0.4229 -0.04
O 5.2799 3.0331 1.4404 0.12
C 4.8502 1.9176 1.9568 -0.54
O 5.3751 1.2113 2.8232 0.12
O 3.5776 1.6728 1.6092 0.08
H 1.3722 3.7962 0.2200 0.08
H 1.8931 3.6532 1.8839 0.09
H 1.1322 2.2255 1.1617 0.06
H 3.0008 1.9037 -0.3473 0.09
H 4.0464 4.4602 0.5603 0.14
H 4.8133 3.2027 -0.5447 0.11
C -2.4213 -5.1351 1.9535 0.00
C -2.5954 -5.3075 3.5152 -0.28
C -2.5182 -6.7353 4.0991 -0.09
O -1.5659 -6.6450 5.1335 0.06
C -1.0412 -5.3987 5.2114 -0.57
O -0.1904 -5.0278 5.9693 0.16
O -1.5126 -4.7122 4.1941 0.09
H -3.2532 -5.5671 1.3972 0.08
H -1.4834 -5.4765 1.5156 0.09
H -2.5570 -4.1046 1.6253 0.05
H -3.6066 -4.9501 3.7096 0.14
H -2.0456 -7.3948 3.3711 0.13
H -3.4717 -7.1025 4.4786 0.14
C -4.9311 2.4446 -3.3492 0.01
C -4.0237 3.0429 -2.2142 -0.33
C -2.9044 2.1113 -1.8022 -0.13
O -1.8000 2.8820 -1.6145 0.08
C -1.9575 4.0146 -2.1854 -0.55
O -1.1044 4.8597 -2.2582 0.15
O -3.2832 4.1076 -2.6753 0.07
H -5.4700 1.5258 -3.1178 0.09
H -4.2881 2.3790 -4.2269 0.09
H -5.7465 3.1451 -3.5295 0.08
H -4.5303 3.5509 -1.3936 0.16
H -2.7436 1.4855 -2.6800 0.14
H -3.1621 1.4472 -0.9772 0.14
O 4.2466 1.7711 -2.5772 -0.22
P 3.3504 1.0418 -3.5313 0.64
N 1.9237 1.9771 -3.8360 -0.11
C 0.8590 1.8848 -2.8265 0.00
C 2.0954 3.2248 -4.4923 -0.03
N 2.7738 -0.4515 -2.9301 -0.28
C 1.8127 -1.2634 -3.6643 -0.10
C 2.5655 -0.6637 -1.4802 -0.07
N 3.9775 0.6294 -5.0620 -0.29
C 5.3791 0.5939 -5.3138 -0.12
C 3.0434 0.2493 -6.2576 -0.04
H 0.8972 2.5039 -1.9302 0.12
H 0.6681 0.8868 -2.4320 0.08
H -0.0155 2.3540 -3.2772 0.10
H 2.3358 3.1159 -5.5499 0.12
H 2.9486 3.6905 -3.9991 0.12
H 1.2854 3.9309 -4.3092 0.11
H 0.7924 -0.9081 -3.5201 0.08
H 2.1271 -1.4463 -4.6918 0.07
H 1.8511 -2.2735 -3.2565 0.10
H 2.4457 -1.7247 -1.2610 0.11
H 3.3767 -0.2267 -0.8978 0.08
H 1.7121 -0.0711 -1.1507 0.05
H 5.6409 -0.4579 -5.4290 0.09
H 5.7967 1.2343 -6.0907 0.10
H 5.8262 0.7397 -4.3305 0.08
H 2.1010 0.6459 -5.8800 0.05
H 2.9703 -0.8047 -6.5257 0.08
H 3.3496 0.7835 -7.1571 0.09